Record 1
The following is a quantum chemistry calculation of a molecular structure, C36H44As2BrCoN2O4S in a non-equilibrium geometry, from the Open Molecules 2025 dataset.

XYZ file:
```
91
Properties=species:S:1:pos:R:3:lowdin_spin:R:1
Co -0.97502 0.49268 0.02927 0.96
O 2.45448 -3.24112 -1.83853 0.00
C 3.02178 -2.05622 -2.14593 0.00
C 4.10988 -2.08382 -3.02013 0.00
C 4.73128 -0.92002 -3.41793 0.00
C 4.27038 0.30778 -2.96803 0.00
C 3.20658 0.34808 -2.08943 0.00
C 2.59598 -0.81882 -1.64573 0.00
C 1.45538 -0.70852 -0.65373 0.00
O 0.30428 -0.27542 -1.21803 0.04
N 1.86208 0.19118 0.43857 0.00
N 0.89218 0.63488 1.21167 0.00
C 1.10158 1.12988 2.38167 0.00
C 0.06408 1.74178 3.14527 0.00
Br -1.64082 1.92528 2.22707 0.02
C 0.13338 2.25968 4.38657 0.00
C 1.21898 2.15048 5.34247 0.00
C 1.41868 3.20298 6.24077 0.00
C 2.39878 3.13108 7.20787 0.00
C 3.19038 1.99818 7.31047 0.00
C 2.97918 0.92968 6.45347 0.00
C 2.00988 1.00688 5.47147 0.00
H 1.52868 -3.15582 -1.51803 0.00
H 4.43948 -3.04492 -3.37933 0.00
H 5.56448 -0.97002 -4.09923 0.00
H 4.73818 1.22478 -3.29383 0.00
H 2.83888 1.29608 -1.72963 0.00
H 1.28858 -1.70322 -0.17593 0.00
H 2.79048 0.05218 0.83227 0.00
H 2.10328 1.15748 2.80807 0.00
H -0.72202 2.82338 4.73337 0.00
H 0.80268 4.08458 6.16117 0.00
H 2.53498 3.95558 7.89017 0.00
H 3.95038 1.93938 8.07247 0.00
H 3.56378 0.02838 6.56367 0.00
H 1.82468 0.15768 4.83147 0.00
C -0.24122 -3.18662 1.95477 0.00
As -1.38042 -1.77232 1.19217 0.00
C -2.49492 -1.43922 2.78427 0.00
C -2.79162 -2.69892 0.22337 0.00
C -3.05922 -4.04662 0.42547 0.00
C -4.10592 -4.66472 -0.23883 0.00
C -4.90422 -3.92952 -1.10063 0.00
C -4.64442 -2.58372 -1.30553 0.00
C -3.58342 -1.95982 -0.65833 0.00
As -3.16282 -0.06212 -0.95743 -0.03
C -4.83892 0.76798 -0.31153 0.00
C -3.46812 0.17628 -2.88153 -0.01
H -0.79792 -3.80512 2.65877 0.00
H 0.58558 -2.71222 2.48947 0.00
H 0.16498 -3.79512 1.14807 0.00
H -2.95602 -2.37182 3.11287 0.00
H -3.28202 -0.72332 2.54167 0.00
H -1.89782 -1.03282 3.60097 0.00
H -2.45042 -4.61852 1.11497 0.00
H -4.31122 -5.71202 -0.06733 0.00
H -5.72402 -4.40792 -1.61653 0.00
H -5.28362 -2.01282 -1.97213 0.00
H -5.70522 0.34938 -0.82793 0.00
H -4.79152 1.84338 -0.49683 0.00
H -4.95222 0.61308 0.76267 0.00
H -4.38712 -0.30762 -3.21773 0.00
H -2.61532 -0.21372 -3.43563 0.00
H -3.55142 1.24718 -3.07723 0.00
C -1.19062 3.56158 -3.00663 0.00
C -0.49042 3.06248 -1.77513 0.00
O -1.11102 2.38758 -0.94903 0.01
C 0.92898 3.41358 -1.60353 0.00
C 1.75218 3.77258 -2.67673 0.00
C 3.09448 4.03468 -2.47053 0.00
C 3.63798 3.95428 -1.19663 0.00
C 2.82228 3.64758 -0.11763 0.00
C 1.48418 3.37258 -0.32063 0.00
H -2.25472 3.35398 -2.92393 0.00
H -0.79302 3.05068 -3.88113 0.00
H -1.03272 4.62988 -3.13283 0.00
H 1.35568 3.82778 -3.67843 0.00
H 3.72188 4.30088 -3.30823 0.00
H 4.69028 4.14198 -1.04423 0.00
H 3.23348 3.61898 0.88067 0.00
H 0.83468 3.14788 0.51197 0.00
C -1.88902 -3.53812 -3.11123 0.00
S -0.97722 -2.20482 -2.22213 0.00
C 0.13678 -1.87492 -3.63243 0.00
O -0.20102 -2.98902 -1.22683 0.00
H -1.18592 -4.17082 -3.63943 0.00
H -2.59712 -3.09192 -3.80033 0.00
H -2.41072 -4.13212 -2.36983 0.00
H -0.48692 -1.63972 -4.48693 0.00
H 0.75038 -2.74792 -3.82673 0.00
H 0.75748 -1.02242 -3.38133 0.00
```

The value obtained for the energy above the lowest of the compared OMol25 structures with the same formula, charge and spin is 0.334 eV. The value obtained for the strongest force on any atom is 2.37 eV/Å. The calculation puts the highest occupied orbital energy (alpha / beta) at -10.1 / -10.2 eV. As for the expectation value of S²: 0.7977. Its net charge is +1. Its multiplicity is 2. The HOMO-LUMO gap (alpha / beta) comes out at 6.9 / 7.6 eV.

***

Record 2
The following is a quantum chemistry calculation of a molecular structure, C36H44AsF3N5OPbTe, from the Open Molecules 2025 dataset.

XYZ file:
```
92
Properties=species:S:1:pos:R:3:mulliken_charge:R:1
Pb -0.15175 0.20296 0.40494 0.81
O 2.10686 -2.12625 -2.87434 -0.80
C 1.46981 -2.00674 -1.80275 0.22
N 0.41787 -1.23235 -1.56452 0.20
C -0.15650 -0.60546 -2.73300 -0.66
C -1.66502 -0.75437 -2.83938 0.56
C -2.34253 -0.00648 -3.80803 -0.90
C -3.70946 -0.13486 -3.93187 -0.25
C -4.38210 -0.99966 -3.07574 -0.69
C -3.63307 -1.69134 -2.14141 -0.18
N -2.30452 -1.58532 -2.02339 -0.17
C 1.96405 -2.86904 -0.65501 -0.02
C 3.33616 -3.01567 -0.48740 -0.42
C 3.80379 -3.82973 0.52573 -0.58
C 2.88594 -4.50480 1.31500 -0.43
C 1.53838 -4.32251 1.05178 -0.39
N 1.07036 -3.51423 0.09774 -0.17
H 0.29322 -1.01303 -3.64241 0.62
H 0.05729 0.47086 -2.74725 0.02
H -1.78534 0.66599 -4.45217 0.42
H -4.25063 0.43591 -4.67797 0.40
H -5.45730 -1.12294 -3.12439 0.39
H -4.11687 -2.36196 -1.43714 0.36
H 4.00640 -2.49849 -1.16213 0.45
H 4.86835 -3.93902 0.69803 0.39
H 3.20149 -5.15107 2.12474 0.41
H 0.79312 -4.84064 1.64782 0.43
N -1.24327 2.00378 3.01649 -0.24
C -1.58180 3.30550 2.44316 -0.28
C -0.43130 4.29511 2.60656 -0.88
C 0.62929 4.22206 1.52513 -0.67
N 1.25559 2.90098 1.44727 -0.10
H -1.87314 1.27834 2.69485 -0.08
H -1.26010 2.01706 4.02827 0.19
H -2.49335 3.74900 2.86328 0.35
H -1.77553 3.14718 1.37602 0.16
H 0.03883 4.13090 3.58527 0.34
H -0.82432 5.31733 2.60958 0.37
H 1.35319 5.03005 1.69198 0.37
H 0.15221 4.41610 0.55904 0.35
H 1.70014 2.63651 2.32000 0.16
H 1.94689 2.89913 0.70861 -0.18
F -9.50506 2.32582 2.03035 -0.29
C -8.94454 2.22879 0.81226 0.86
F -9.75759 1.45676 0.06234 -0.26
F -8.98742 3.46080 0.26230 -0.26
C -7.55235 1.68663 0.86658 0.49
C -6.94355 1.40061 2.07619 -0.59
C -5.64814 0.90445 2.09822 -0.66
C -4.94265 0.68968 0.91436 0.31
C -5.57582 0.98128 -0.30338 -0.41
C -6.86712 1.47354 -0.32552 -0.90
C -3.59427 0.19334 0.93314 0.92
C -2.43901 -0.20168 0.92275 -1.58
H -7.47854 1.56570 3.00166 0.44
H -5.16814 0.67601 3.04147 0.47
H -5.03316 0.80954 -1.22419 0.54
H -7.34737 1.69944 -1.27056 0.37
C 3.41688 4.47990 -1.11716 -1.13
C 3.64986 3.50220 -2.27031 -0.73
As 2.50770 1.91160 -2.07440 0.15
C 2.82580 1.01307 -3.79468 -0.15
C 4.04674 1.44364 -4.60653 -1.41
C 3.65998 0.84676 -0.88933 0.40
C 4.99309 0.35546 -1.44482 -1.53
H 4.05524 5.36296 -1.20441 0.42
H 3.63550 4.02007 -0.14809 0.28
H 2.37852 4.81722 -1.08747 0.27
H 4.70186 3.21420 -2.32242 0.34
H 3.39883 3.96772 -3.22434 0.48
H 1.91392 1.16933 -4.37135 0.54
H 2.84199 -0.05575 -3.56680 0.10
H 3.94025 2.45616 -5.00022 0.36
H 4.18442 0.77418 -5.46001 0.41
H 4.96596 1.41744 -4.01976 0.24
H 3.04692 -0.00506 -0.58430 -0.36
H 3.81083 1.44950 0.01020 0.56
H 4.84048 -0.29488 -2.30902 0.29
H 5.53266 -0.22320 -0.68930 0.42
H 5.64199 1.17914 -1.75020 0.33
Te 1.47730 -0.83653 2.59739 -0.19
C 0.34817 -2.24144 3.68664 0.11
C 0.70989 -2.55588 4.99944 -0.50
C -0.01004 -3.49976 5.72549 -0.46
C -1.10831 -4.13532 5.15701 -0.36
C -1.47968 -3.81700 3.85624 -0.77
C -0.75793 -2.88104 3.12429 -0.41
H 1.55941 -2.05934 5.45455 0.33
H 0.28548 -3.73318 6.74204 0.35
H -1.67148 -4.86730 5.72336 0.36
H -2.33715 -4.30019 3.40341 0.39
H -1.05860 -2.64048 2.10957 0.54
```

The value obtained for the energy above the lowest of the compared OMol25 structures with the same formula, charge and spin is 1.271 eV. The value obtained for the strongest force on any atom is 0.53 eV/Å. The calculation puts the highest occupied orbital energy at -4.3 eV. Its net charge is -1. The HOMO-LUMO gap comes out at 6.7 eV.

***

Record 3
The following is a quantum chemistry calculation of a molecular structure, C36H44AsF3N5OPbTe, from the Open Molecules 2025 dataset.

XYZ file:
```
92
Properties=species:S:1:pos:R:3:mulliken_charge:R:1
Pb 0.24777 -0.25123 1.22106 1.51
O -1.68041 3.80764 0.23959 -0.85
C -1.77616 2.60940 0.58504 0.02
N -1.45634 2.05414 1.73562 -0.11
C -0.91907 2.99545 2.69475 -1.47
C 0.50344 3.43090 2.42158 0.59
C 0.90821 4.75090 2.61529 -0.92
C 2.23337 5.08806 2.41675 -0.60
C 3.12783 4.09813 2.03098 -0.75
C 2.63807 2.81642 1.85040 -0.80
N 1.36142 2.48841 2.03481 1.49
C -2.35521 1.63737 -0.43395 0.28
C -3.08970 2.14713 -1.50167 -0.74
C -3.61325 1.27374 -2.43555 -0.51
C -3.37222 -0.08637 -2.29268 -0.86
C -2.61088 -0.50429 -1.21522 -0.32
N -2.12071 0.32983 -0.29852 0.38
H -0.91003 2.50974 3.67878 0.31
H -1.54231 3.89490 2.77204 0.44
H 0.17572 5.49540 2.89900 0.46
H 2.56669 6.10983 2.55443 0.38
H 4.17578 4.31131 1.86650 0.48
H 3.29313 1.99901 1.56126 0.24
H -3.21086 3.21968 -1.56207 0.51
H -4.19154 1.64469 -3.27343 0.40
H -3.74558 -0.80922 -3.00589 0.46
H -2.35433 -1.55121 -1.09190 0.35
N -0.15807 -2.84275 1.85338 -0.37
C -1.46683 -3.48049 1.75957 -0.32
C -2.45257 -2.96746 2.80469 -0.78
C -2.88877 -1.51500 2.63848 -0.45
N -1.83282 -0.57829 2.99447 -0.11
H 0.47020 -3.17612 1.12952 0.27
H 0.29268 -2.99186 2.74960 0.09
H -1.40167 -4.57360 1.84937 0.42
H -1.85783 -3.26839 0.75862 -0.06
H -2.02682 -3.10502 3.80686 0.30
H -3.34375 -3.60095 2.76094 0.44
H -3.80604 -1.35379 3.22261 0.40
H -3.14864 -1.33502 1.59144 0.11
H -1.58958 -0.62624 3.97797 0.00
H -2.05658 0.38441 2.72764 0.36
F -2.45542 -6.19384 -6.30732 -0.28
C -1.18973 -5.73281 -6.36464 0.93
F -0.39577 -6.82594 -6.45494 -0.26
F -1.06312 -5.08420 -7.54039 -0.27
C -0.84125 -4.86956 -5.19539 0.34
C -1.47969 -5.05284 -3.97564 -0.83
C -1.12263 -4.28031 -2.88551 -0.42
C -0.12008 -3.30665 -2.98605 0.66
C 0.51340 -3.14054 -4.22511 -0.39
C 0.15895 -3.91187 -5.31553 -0.86
C 0.22586 -2.49185 -1.86499 0.12
C 0.46433 -1.76800 -0.90471 -1.25
H -2.25994 -5.79655 -3.88137 0.40
H -1.61872 -4.41947 -1.93369 0.45
H 1.28591 -2.38853 -4.31685 0.45
H 0.65405 -3.76640 -6.26685 0.39
C 1.37627 4.24315 -1.42806 -1.12
C 2.42119 3.14768 -1.62226 -0.86
As 1.64883 1.35400 -1.35335 0.28
C 3.03626 0.29066 -2.24657 -0.33
C 4.24819 0.13351 -1.33216 -1.24
C 0.26784 1.38652 -2.75079 0.47
C 0.74578 1.63287 -4.17487 -1.50
H 1.83487 5.23501 -1.44913 0.41
H 0.85015 4.13690 -0.47578 0.12
H 0.61918 4.21194 -2.21317 0.25
H 3.21869 3.25598 -0.88534 0.47
H 2.88496 3.19831 -2.61156 0.60
H 3.30851 0.76332 -3.19292 0.51
H 2.58739 -0.68230 -2.45428 -0.10
H 4.67940 1.10285 -1.06805 0.29
H 5.03460 -0.45735 -1.80719 0.40
H 3.96735 -0.36337 -0.40079 0.20
H -0.44971 2.14682 -2.44223 0.04
H -0.23805 0.42176 -2.67083 -0.13
H 1.32090 2.55859 -4.25528 0.26
H -0.10100 1.71196 -4.86217 0.48
H 1.37889 0.81737 -4.52857 0.23
Te 2.90803 -1.11131 2.94086 -0.16
C 1.63542 -0.51416 4.53098 -0.44
C 1.53135 0.82318 4.92126 -0.10
C 0.65514 1.21523 5.92505 -0.58
C -0.13681 0.27879 6.57623 -0.29
C -0.03230 -1.05846 6.21534 -0.76
C 0.84082 -1.44521 5.20654 -0.21
H 2.13680 1.56754 4.42194 0.44
H 0.58900 2.26335 6.19450 0.40
H -0.82233 0.58539 7.35666 0.35
H -0.63248 -1.80653 6.72184 0.37
H 0.91499 -2.49386 4.94099 0.41
```

The value obtained for the energy above the lowest of the compared OMol25 structures with the same formula, charge and spin is 0.000 eV. The value obtained for the strongest force on any atom is 0.11 eV/Å. The calculation puts the highest occupied orbital energy at -4.0 eV. Its net charge is -1. The HOMO-LUMO gap comes out at 6.4 eV.